(1)
Formula: CF3I2P
Source: OMol25
Level of theory: ωB97M-V with the def2-TZVPD basis set

XYZ file:
```
7
CF3I2P ωB97M-V with the def2-TZVPD basis set
F 1.31235 0.08740 0.35869
F 0.01861 -0.25134 -1.36308
P -1.60045 1.55355 0.51942
I -0.80843 1.84624 2.79134
I -0.42855 3.32237 -0.64713
F -0.37657 -1.28836 0.50038
C 0.08301 -0.15908 -0.03289
```

Computed properties:
F_max in eV/Å: 3.42
Multiplicity: 1
HOMO in eV: -9.3
Molar mass in g/mol: 353.8
Relative energy (zero: lowest compared OMol25 entry of this formula, charge and spin) in kJ/mol: 120.42
LUMO in Ha: -0.0282

Charges per atom according to natural (NBO) partitioning, unit e: atom 1 (F): -0.312, atom 2 (F): -0.334, atom 3 (P): 0.173, atom 4 (I): -0.063, atom 5 (I): -0.061, atom 6 (F): -0.330, atom 7 (C): 0.927

---

(2)
Formula: FHNOS
Source: OMol25
Level of theory: ωB97M-V with the def2-TZVPD basis set

XYZ file:
```
5
FHNOS ωB97M-V with the def2-TZVPD basis set
N 1.20217 0.48556 -0.69183
O 0.13959 0.13902 -0.12608
F -1.80940 -0.45820 1.77419
H -1.17205 -0.03571 1.20284
S 1.63968 -0.13067 -2.15913
```

Computed properties:
F_max in eV/Å: 1.12
Charge: -1
Multiplicity: 1
HOMO in eV: -3.1
Molar mass in g/mol: 82.1
Relative energy (zero: lowest compared OMol25 entry of this formula, charge and spin) in kJ/mol: 0.00
LUMO in Ha: 0.1545

Charges per atom according to natural (NBO) partitioning, unit e: atom 1 (N): -0.152, atom 2 (O): -0.561, atom 3 (F): -0.611, atom 4 (H): 0.593, atom 5 (S): -0.269

---

(3)
Formula: C47H88N7O21Ti
Source: OMol25
Level of theory: ωB97M-V with the def2-TZVPD basis set

XYZ file:
```
164
C47H88N7O21Ti ωB97M-V with the def2-TZVPD basis set
H -3.87156 3.86358 1.94908
H 1.64422 -6.49903 4.24054
C 1.25990 -6.47170 1.48302
H -3.31726 -5.11246 3.23966
C -5.03211 0.85918 2.50948
H -2.03460 -3.94065 -2.78971
C -5.63480 0.10287 -1.65097
H -1.14669 -2.80487 4.00122
H 8.50781 -0.26419 2.81245
O 4.34686 3.28757 4.99079
H 2.44367 0.51765 -4.62972
H -3.94280 2.19444 -3.94588
O -2.64367 -1.73174 -4.83504
O -8.64484 -1.52411 -2.35188
H 3.54568 -2.14301 4.28887
H -2.01967 -1.16433 -0.34831
H 3.87300 -5.44786 2.34819
H -3.14877 2.35801 1.19188
C -1.25543 -1.43110 -4.50022
H -4.09665 2.50972 3.86982
C -6.52532 -1.20165 -3.53264
H 5.47004 4.92549 6.02299
H -2.04957 -4.29419 1.34676
O 3.72836 -1.60829 -5.01532
H -2.25172 0.59122 -0.38682
H 0.10987 1.41118 -6.54840
C 0.86563 1.58126 -3.96519
C 7.63684 0.21281 2.36302
H 3.03278 -0.53760 4.80615
C 1.79960 -5.07297 1.79489
H -5.51619 0.51891 3.42489
C -0.47054 4.37847 0.64008
H -0.51611 1.08958 4.37776
H 6.85928 -1.21586 -4.45393
C 2.88793 -5.37467 2.80902
C 1.15519 1.42391 -6.23976
C 6.57836 -2.19953 -4.83020
O 0.70596 -6.81130 0.41908
H 8.00534 1.04759 1.76684
N -3.93164 -4.32534 3.08775
H 2.78402 2.51246 -1.40118
H 4.77957 -1.26859 -0.57137
H 3.11214 -7.44319 3.65419
H -3.37744 -5.25475 0.72601
H 3.53028 -3.63495 -2.55029
H -4.46336 -0.64643 -3.38679
C 0.92965 3.97168 0.26971
H -3.08616 -3.85061 -0.09928
C -1.75153 -3.60615 -3.78774
H -0.28612 5.20663 1.32436
C -2.95176 2.23102 -4.39819
H -4.56309 -0.04462 2.12054
Ti 1.85183 1.43175 1.54465
H -4.96530 -1.90804 -2.25938
H 4.25465 5.83831 4.09213
O -6.00781 3.31196 0.42777
C -3.05103 -4.23317 0.92078
O -5.98438 1.51211 1.70190
C 3.16565 -1.18346 3.93822
C -3.84500 4.05201 -5.79679
H -2.75326 4.34263 6.87391
O 1.03586 2.89069 -4.40205
H -6.67422 -0.56879 -4.40752
H -4.31833 -4.12129 5.11587
H -1.12625 -0.21360 -1.49795
C -0.25040 0.01540 0.36975
H 0.82746 -0.30997 -4.85677
H -5.09127 -0.10615 -0.72957
C 3.98789 3.11326 3.66029
C 5.10499 5.18457 3.89811
H -4.52430 4.68901 -7.70458
C 3.12516 -2.89129 -3.23655
H -3.34156 3.04923 7.85184
H 2.69567 3.97895 -2.41955
H -0.62871 -1.46499 -5.39138
H 2.98185 -4.51790 3.47628
O -0.43574 0.82717 1.32245
O 3.10408 2.32525 3.33758
H 6.54336 -2.01075 -5.90315
C -3.62840 4.84753 -7.10430
H -1.08925 4.51324 -0.24713
H 3.78275 -0.68970 3.18757
C -4.88920 -4.14613 4.18765
C -4.02046 1.90689 2.96490
H -2.93994 1.20246 -4.75879
H -3.73334 5.90662 -6.86890
H -0.36090 -2.24118 -2.70769
N 1.79433 -1.34788 3.42916
H -1.02111 3.73644 1.32766
O 5.13718 0.68014 1.15197
H -1.24725 -0.41683 -4.10110
H -1.04958 -1.24693 4.33443
C 0.79594 -2.15691 3.98368
O 1.11146 -3.05574 4.73753
C -2.85594 -2.95791 -4.52355
H -0.93714 -1.86597 2.54918
C 5.58251 -0.47243 1.18797
N 1.37432 3.94221 -1.01717
H -1.46396 -4.46877 -4.38882
C -0.59642 2.16073 4.19260
H -1.04515 3.83378 5.39950
H -2.61247 4.72771 -7.48063
O 0.24967 1.36588 -2.88509
H 5.61825 -3.69417 -3.67128
C -1.51532 -0.20702 -0.47977
H 5.48189 3.59531 2.38665
C 5.43560 4.26648 5.15545
C -3.95095 -3.62774 1.93531
C -5.25677 -0.95812 -2.70749
H -2.09869 2.37731 -3.73563
O -4.01651 -3.50018 -4.62270
H 5.95076 5.81340 3.62001
H -2.26373 2.95278 -6.26162
H 1.08676 -4.48052 2.36844
N 5.42447 -2.81251 -4.12430
H -5.55306 -3.28168 4.17748
C 1.39585 2.86227 -5.77646
C 2.36002 -6.68401 3.43958
C -3.93962 2.78479 1.80874
H -5.63534 -4.93809 4.25228
H 0.88468 3.59328 -6.40291
H 6.75961 -1.74690 1.81468
C -0.61279 -2.59986 -3.70569
H 6.96022 0.71594 3.05377
H -3.17027 1.24471 3.12860
C -0.63575 -1.93212 3.59460
C -2.00160 2.34899 6.24946
O 1.46017 -7.26647 2.47356
C 1.40178 0.61310 -4.93541
H 2.23115 -4.51471 0.96409
O -7.04663 -0.12806 -1.51773
H 0.28527 2.69148 3.83338
H 4.08663 4.59969 2.03796
H 3.81118 -1.25285 0.78021
N -1.16657 2.84131 5.25676
O 0.88108 -0.51811 0.22692
C 4.82661 -1.52052 0.48807
H 2.39593 -3.34000 -3.91107
C -2.47967 3.36156 7.26219
H -6.59985 -2.24474 -3.84003
N 6.78920 -0.75045 1.65245
C 4.66208 4.14770 2.84584
H 5.14248 -2.52405 0.77311
O -4.65666 -2.66795 1.65946
H 1.64329 1.10165 -7.15955
C 4.14781 -2.39803 -4.20726
O 1.75138 3.86691 1.18013
N -2.88520 3.14626 -5.48932
H -1.62456 3.55602 7.90954
H 0.76057 4.06781 -1.80940
H 7.43872 -2.71911 -4.40840
H 6.39814 3.75607 5.18865
C -7.53501 -1.01888 -2.42876
O -2.33265 1.16960 6.35257
H 3.29120 4.22220 -0.82269
H 0.34707 -2.84078 -4.16257
H -5.25951 1.03613 -2.07084
O -4.75799 4.29566 -5.08362
H 2.47145 3.01877 -5.85826
H 1.55578 -0.85266 2.58184
H -1.26765 2.29249 3.34395
C -5.36001 2.58600 1.17213
C 2.62004 3.59006 -1.40410
H 2.78445 -2.15502 -2.50859
```

Computed properties:
F_max in eV/Å: 7.91
Multiplicity: 4
HOMO (alpha / beta) in eV: -5.0 / -9.1
Molar mass in g/mol: 1135.1
Expectation value of S²: 3.752
LUMO (alpha / beta) in Ha: -0.0035 / -0.0047

Here are the Löwdin charges for atoms 1 to 99, given in e: atom 1 (H): 0.129, atom 2 (H): 0.133, atom 3 (C): -0.498, atom 4 (H): 0.137, atom 5 (C): -0.162, atom 6 (H): 0.131, atom 7 (C): -0.133, atom 8 (H): 0.073, atom 9 (H): 0.086, atom 10 (O): 0.007, atom 11 (H): 0.132, atom 12 (H): 0.086, atom 13 (O): 0.062, atom 14 (O): 0.098, atom 15 (H): 0.073, atom 16 (H): 0.073, atom 17 (H): 0.108, atom 18 (H): 0.110, atom 19 (C): -0.124, atom 20 (H): 0.123, atom 21 (C): -0.068, atom 22 (H): 0.116, atom 23 (H): 0.076, atom 24 (O): 0.047, atom 25 (H): 0.068, atom 26 (H): 0.106, atom 27 (C): -0.412, atom 28 (C): -0.044, atom 29 (H): 0.088, atom 30 (C): -0.069, atom 31 (H): 0.130, atom 32 (C): 0.030, atom 33 (H): 0.089, atom 34 (H): 0.074, atom 35 (C): -0.154, atom 36 (C): -0.117, atom 37 (C): -0.062, atom 38 (O): 0.057, atom 39 (H): 0.084, atom 40 (N): 0.013, atom 41 (H): 0.091, atom 42 (H): 0.097, atom 43 (H): 0.127, atom 44 (H): 0.088, atom 45 (H): 0.073, atom 46 (H): 0.088, atom 47 (C): -0.511, atom 48 (H): 0.073, atom 49 (C): -0.065, atom 50 (H): 0.096, atom 51 (C): -0.064, atom 52 (H): 0.113, atom 53 (Ti): 0.752, atom 54 (H): 0.116, atom 55 (H): 0.117, atom 56 (O): 0.087, atom 57 (C): -0.011, atom 58 (O): 0.046, atom 59 (C): -0.054, atom 60 (C): -0.579, atom 61 (H): 0.073, atom 62 (O): -0.004, atom 63 (H): 0.131, atom 64 (H): 0.078, atom 65 (H): 0.042, atom 66 (C): -0.715, atom 67 (H): 0.091, atom 68 (H): 0.113, atom 69 (C): -0.409, atom 70 (C): -0.119, atom 71 (H): 0.085, atom 72 (C): 0.000, atom 73 (H): 0.085, atom 74 (H): 0.092, atom 75 (H): 0.112, atom 76 (H): 0.092, atom 77 (O): -0.133, atom 78 (O): 0.007, atom 79 (H): 0.084, atom 80 (C): 0.003, atom 81 (H): 0.091, atom 82 (H): 0.055, atom 83 (C): -0.063, atom 84 (C): -0.192, atom 85 (H): 0.071, atom 86 (H): 0.077, atom 87 (H): 0.109, atom 88 (N): 0.016, atom 89 (H): 0.061, atom 90 (O): 0.003, atom 91 (H): 0.099, atom 92 (H): 0.086, atom 93 (C): -0.530, atom 94 (O): 0.030, atom 95 (C): -0.490, atom 96 (H): 0.082, atom 97 (C): -0.618, atom 98 (N): -0.001, atom 99 (H): 0.137

---

- What is the molar mass in the first record?
  353.8 g/mol